1.
Below is a molecular structure, C23H8F15GeN2OSTl, with properties calculated with ωB97M-V with the def2-TZVPD basis set.

## Properties
strongest force on any atom	0.007	Eh/bohr
net charge	0
HOMO level	-8.43	eV
LUMO energy	-0.07	eV
DFT total energy	-5211.538730	hartree
HOMO-LUMO gap	8.4	eV

Each line ends with the natural charge from an NBO analysis.
Element x y z (Å)
Tl  -0.6618  0.5447  2.8607  0.767
N  -3.1686  1.1580  1.9637  -0.491
C  -4.2338  1.1289  1.5145  0.516
N  -5.4458  1.1010  1.0019  -0.470
C  -5.9260  2.1361  0.0816  -0.231
C  -7.0763  2.8691  0.7408  -0.083
O  -8.0920  1.9560  1.1238  -0.516
C  -7.6189  1.0158  2.0739  -0.082
C  -6.4817  0.1918  1.5002  -0.230
H  -6.2765  1.6438  -0.8284  0.208
H  -5.1082  2.8072  -0.1724  0.229
H  -7.5281  3.5764  0.0477  0.207
H  -6.7150  3.4141  1.6218  0.171
H  -8.4603  0.3739  2.3290  0.207
H  -7.2810  1.5370  2.9783  0.171
H  -6.8409  -0.4095  0.6622  0.207
H  -6.0526  -0.4682  2.2514  0.227
F  0.5611  -2.5950  -2.2268  -0.305
C  1.0935  -1.5632  -2.8952  0.419
C  1.6742  -0.5162  -2.1983  -0.567
C  2.1459  0.5383  -2.9572  0.411
F  2.6770  1.6297  -2.3827  -0.316
C  2.0962  0.5361  -4.3410  0.241
F  2.5703  1.5665  -5.0443  -0.287
C  1.5393  -0.5430  -4.9986  0.298
F  1.4885  -0.5607  -6.3288  -0.281
C  1.0232  -1.6012  -4.2727  0.244
F  0.4632  -2.6307  -4.9085  -0.285
Ge  1.6529  -0.5920  -0.2364  1.393
S  -0.3731  -0.5410  0.4212  -0.885
C  2.9708  0.7638  0.3584  -0.470
C  2.7082  1.8736  1.1368  0.336
F  1.4526  2.1626  1.5371  -0.317
C  3.6842  2.7648  1.5448  0.264
F  3.3782  3.8169  2.3049  -0.285
C  4.9923  2.5566  1.1544  0.295
F  5.9465  3.4004  1.5359  -0.279
C  5.3006  1.4708  0.3564  0.268
F  6.5578  1.2776  -0.0391  -0.282
C  4.2917  0.6079  -0.0266  0.336
F  4.6396  -0.4031  -0.8394  -0.304
C  2.6166  -2.2026  0.3643  -0.567
C  3.3027  -3.1212  -0.4078  0.418
F  3.3436  -3.0167  -1.7418  -0.312
C  4.0171  -4.1691  0.1455  0.246
F  4.6693  -5.0356  -0.6302  -0.284
C  4.0655  -4.3129  1.5185  0.296
F  4.7536  -5.3150  2.0612  -0.281
C  3.4053  -3.4073  2.3276  0.244
F  3.4576  -3.5368  3.6547  -0.287
C  2.7028  -2.3765  1.7364  0.399
F  2.0988  -1.5020  2.5667  -0.320

---

2.
Below is a molecular structure, C24H102AgO42, with properties calculated with ωB97M-V with the def2-TZVPD basis set.

## Properties
multiplicity	2
strongest force on any atom	0.064	Eh/bohr
net charge	0
HOMO level (spin up / spin down)	-10.06 / -10.11	eV
expectation value of S²	0.7542
LUMO energy (spin up / spin down)	0.11 / -2.48	eV
DFT total energy	-4282.595899	hartree
HOMO-LUMO gap (spin up / spin down)	10.2 / 7.6	eV

Each line ends with the Löwdin spin population.
Element x y z (Å)
Ag  2.1477  2.4700  1.7808  0.564
C  -0.0007  -0.8059  0.2195  0.008
C  0.8641  0.4267  0.5746  0.008
O  0.6807  1.0207  1.6754  0.134
O  1.7384  0.7516  -0.1839  -0.003
H  -1.0621  -0.5139  0.2280  0.000
H  0.0385  -1.6215  0.9565  0.000
H  0.2537  -1.1315  -0.7649  0.001
C  1.5028  6.5400  2.2189  0.005
C  1.6999  5.0303  2.0498  0.009
O  0.6511  4.2846  1.7990  0.162
O  2.7794  4.4890  2.2515  0.060
H  0.6917  6.9626  1.6307  0.002
H  2.4637  6.9813  2.0834  0.001
H  1.2904  6.6574  3.2838  0.000
O  0.4916  0.7825  4.4443  0.000
H  0.2422  0.8260  3.4982  0.000
H  -0.2945  1.1136  4.9132  0.000
O  3.5346  -1.7264  1.7642  0.000
H  2.9800  -2.1625  1.0640  0.000
H  4.0964  -2.4156  2.1221  0.000
O  2.5438  -0.5245  -2.9136  0.000
H  2.3069  -0.0151  -2.1421  0.000
H  2.6038  -1.4026  -2.5452  0.000
O  0.2858  -4.1845  5.5834  0.000
H  0.8534  -3.6565  4.9600  0.000
H  0.9064  -4.6318  6.1537  0.000
O  -3.3347  0.7849  4.3454  0.000
H  -2.5412  1.1793  3.9599  0.000
H  -3.9418  0.9593  3.6070  0.000
O  -2.4912  2.0434  -0.2203  0.000
H  -2.8988  1.1832  -0.1669  0.000
H  -1.9527  2.0026  -1.0440  0.000
O  1.2843  -2.2973  3.4902  0.000
H  2.1223  -2.0495  3.0357  0.000
H  0.7972  -1.4776  3.6145  0.000
O  -1.1781  2.0044  -2.2847  0.000
H  -0.3036  2.4723  -2.3143  0.000
H  -1.3594  1.4113  -3.0306  0.000
O  2.7246  2.3813  4.4972  -0.002
H  2.1474  3.1523  4.5588  0.000
H  2.1059  1.6760  4.7737  0.000
O  -3.6524  -2.7730  -1.6664  0.000
H  -4.1180  -1.9191  -1.6055  0.000
H  -4.2789  -3.4740  -1.4246  0.000
O  -3.5620  -1.8553  4.8521  0.000
H  -3.2845  -0.9072  4.7401  0.000
H  -3.8549  -1.8799  5.7712  0.000
O  3.8456  1.0846  1.8557  0.055
H  3.8651  0.1126  1.9143  0.001
H  4.3068  1.4335  2.6314  0.000
O  0.6342  4.5490  4.6660  0.000
H  0.2508  4.5375  3.7867  0.000
H  -0.0342  4.1411  5.2178  0.000
O  -1.7995  2.3657  2.5859  0.000
H  -1.7015  3.3005  2.3945  0.000
H  -1.9248  2.0137  1.6878  0.000
O  5.3155  3.0881  3.5204  0.000
H  5.3517  4.0117  3.2761  0.000
H  4.6679  3.0591  4.2548  0.000
O  3.5401  0.3237  -5.8441  0.000
H  3.1848  0.4513  -4.9563  0.000
H  3.7493  -0.6201  -5.8546  0.000
O  -4.1106  -5.2311  -0.2322  0.000
H  -3.2806  -5.0548  0.2179  0.000
H  -4.7691  -4.8519  0.3570  0.000
O  -2.1470  -3.3206  -3.7101  0.000
H  -2.2975  -4.2572  -3.8254  0.000
H  -2.8977  -3.0257  -3.1356  0.000
C  -2.6527  2.3397  -5.4708  0.000
C  -1.7340  1.2354  -5.3819  0.000
O  -2.2227  0.4157  -4.4082  0.000
O  -2.0992  3.3926  -6.2653  0.000
H  -2.8283  2.6915  -4.4504  0.000
H  -3.6064  2.0971  -5.9024  0.000
H  -0.7279  1.6157  -5.0796  0.000
H  -1.5354  0.6992  -6.3366  0.000
H  -1.8736  -0.4729  -4.5918  0.000
H  -2.5342  3.4091  -7.1162  0.000
C  0.5639  5.1619  -3.0637  0.000
C  0.8972  4.5202  -1.7308  0.000
O  1.1199  3.1878  -2.0080  0.000
O  0.5832  6.6186  -2.8500  0.000
H  -0.3848  4.7998  -3.3807  0.000
H  1.3088  4.8606  -3.7874  0.000
H  0.0297  4.5232  -1.0748  0.000
H  1.7330  5.1117  -1.2985  0.000
H  1.4665  2.7294  -1.2280  0.000
H  -0.0849  7.0815  -3.3521  0.000
C  0.0070  -4.4125  -0.5310  0.000
C  1.3258  -4.4907  0.3229  0.000
O  2.1091  -3.3530  0.1610  0.000
O  0.4010  -4.4470  -1.8798  0.000
H  -0.4918  -3.4973  -0.2712  0.000
H  -0.6440  -5.2402  -0.1934  0.000
H  1.8830  -5.3951  0.0683  0.000
H  0.9786  -4.5825  1.3679  0.000
H  2.5018  -3.4101  -0.7047  0.000
H  -0.3097  -4.2602  -2.5050  0.000
C  -2.8758  -2.6498  2.0365  0.000
C  -1.8554  -3.6564  2.5098  0.000
O  -2.2880  -4.9174  1.9419  0.000
O  -4.1634  -3.1087  2.3164  0.000
H  -2.7410  -2.4643  0.9969  0.000
H  -2.6565  -1.6454  2.4137  0.000
H  -1.7855  -3.6522  3.6034  0.000
H  -0.8196  -3.4435  2.2373  0.000
H  -2.4043  -5.5426  2.6873  0.000
H  -4.3874  -2.6677  3.1328  0.000
C  -5.6608  1.9564  -1.7207  0.000
C  -5.1315  0.6558  -2.3098  0.000
O  -4.9640  -0.3581  -1.3494  0.000
O  -6.0649  2.8758  -2.6983  0.000
H  -4.8963  2.2504  -0.9552  0.000
H  -6.5235  1.7115  -1.1105  0.000
H  -4.1679  0.9287  -2.7233  0.000
H  -5.7478  0.2730  -3.1490  0.000
H  -5.8391  -0.5452  -0.9869  0.000
H  -5.2176  3.2412  -2.9949  0.000
C  -7.2229  -0.8681  1.3504  0.000
C  -5.9586  -0.1699  1.8050  0.000
O  -6.0758  1.2273  1.9057  0.000
O  -7.3367  -0.5385  -0.0415  0.000
H  -8.0712  -0.4562  1.9267  0.000
H  -7.2083  -1.9686  1.5168  0.000
H  -5.0975  -0.3741  1.1180  0.000
H  -5.6892  -0.5585  2.8293  0.000
H  -6.3082  1.7080  1.0988  0.000
H  -8.0242  -1.0455  -0.4633  0.000
C  4.0061  -3.9592  -3.2188  0.000
C  5.1365  -2.9241  -3.1247  0.000
O  4.9223  -1.6900  -3.8519  0.000
O  2.8148  -3.4573  -2.5718  0.000
H  4.3317  -4.7940  -2.6070  0.000
H  3.8610  -4.2695  -4.2513  0.000
H  6.0071  -3.3600  -3.5974  0.000
H  5.3712  -2.7542  -2.0876  0.000
H  4.0264  -1.3536  -3.6843  0.000
H  2.0302  -3.9955  -2.5843  0.000
C  3.6689  -1.6472  6.4288  0.000
C  3.0672  -0.5229  7.1445  0.000
O  3.4732  -0.3501  8.4295  0.000
O  5.1301  -1.4724  6.3701  0.000
H  3.2635  -1.8417  5.4373  0.000
H  3.4999  -2.6170  6.9106  0.000
H  1.9611  -0.5491  7.1501  0.000
H  3.2354  0.4052  6.6096  0.000
H  4.3714  0.0067  8.4725  0.000
H  5.6038  -2.0949  6.8998  0.000
C  5.7377  3.0499  -1.2331  0.000
C  4.2343  3.0322  -1.2466  0.000
O  3.7194  3.8891  -0.2827  -0.002
O  6.1188  4.4196  -1.4981  0.000
H  6.1421  2.2735  -1.8885  0.000
H  6.1568  2.8540  -0.2220  0.000
H  3.8466  2.0007  -1.1528  0.000
H  3.8819  3.2810  -2.2571  0.000
H  4.3546  4.3601  0.2453  0.000
H  5.6744  4.7953  -2.2671  0.000
C  1.3155  -2.5893  -6.0218  0.000
C  0.5334  -1.7104  -5.0188  0.000
O  -0.8555  -1.7175  -5.4681  0.000
O  1.0026  -3.9561  -5.8566  0.000
H  2.3997  -2.5278  -5.8622  0.000
H  1.1842  -2.1968  -7.0252  0.000
H  0.9226  -0.7224  -5.0944  0.000
H  0.5448  -2.2034  -4.0343  0.000
H  -1.2265  -2.5028  -5.0596  0.000
H  0.0662  -3.9865  -6.0132  0.000

---

3.
Below is a molecular structure, C24H14AsCl4O2S5SbTc, with properties calculated with ωB97M-V with the def2-TZVPD basis set.

## Properties
strongest force on any atom	0.028	Eh/bohr
net charge	+1
HOMO level (spin up / spin down)	-11.32 / -11.32	eV
ΔE to the lowest compared entry with this formula, charge and spin	34.88	kJ/mol
LUMO energy (spin up / spin down)	-5.57 / -5.58	eV
DFT total energy	-7461.798391	hartree
HOMO-LUMO gap (spin up / spin down)	5.7 / 5.7	eV

Each line ends with the natural charge from an NBO analysis.
Element x y z (Å)
Tc  -0.2886  1.9881  0.6428  0.242
S  2.0673  2.2419  1.2621  0.484
C  3.0013  0.9363  0.4866  -0.223
C  4.3556  0.8789  0.7821  -0.183
C  5.1269  -0.1236  0.2086  -0.174
C  4.5442  -1.0549  -0.6393  -0.192
C  3.1854  -0.9896  -0.9210  -0.123
C  2.4096  0.0130  -0.3583  -0.374
As  0.5164  0.0863  -0.6692  1.335
C  0.2663  0.1239  -2.5564  -0.415
C  1.2737  0.5821  -3.3927  -0.139
C  1.0158  0.7250  -4.7488  -0.213
C  -0.2424  0.4268  -5.2525  -0.171
C  -1.2504  -0.0234  -4.4082  -0.195
C  -1.0024  -0.1694  -3.0525  -0.202
C  -0.0979  -1.6163  -0.0438  -0.277
C  -0.3495  -2.6708  -0.9099  -0.225
C  -0.7893  -3.8835  -0.3940  -0.195
C  -0.9733  -4.0356  0.9728  -0.179
C  -0.7040  -2.9815  1.8386  -0.189
C  -0.2667  -1.7693  1.3304  -0.240
H  4.8033  1.6071  1.4479  0.239
H  6.1855  -0.1734  0.4265  0.239
H  5.1464  -1.8408  -1.0760  0.237
H  2.7271  -1.7253  -1.5705  0.223
H  2.2523  0.8219  -2.9970  0.217
H  1.7974  1.0740  -5.4107  0.230
H  -0.4420  0.5514  -6.3089  0.231
H  -2.2309  -0.2519  -4.8046  0.232
H  -1.7888  -0.5059  -2.3884  0.230
H  -0.2082  -2.5549  -1.9745  0.230
H  -0.9883  -4.7101  -1.0635  0.231
H  -1.3237  -4.9809  1.3669  0.231
H  -0.8343  -3.1068  2.9064  0.228
H  -0.0460  -0.9462  2.0034  0.209
Cl  -5.0915  -1.1929  4.2713  0.113
C  -3.7570  -0.2485  3.7822  -0.068
C  -2.9927  0.4646  4.7831  -0.050
Cl  -3.4553  0.3386  6.4180  0.120
C  -1.9082  1.2300  4.4462  -0.138
Cl  -0.9767  2.1049  5.5773  0.101
C  -1.5427  1.2728  3.0872  0.336
O  -0.5310  1.9072  2.5947  -0.505
C  -2.3116  0.6198  2.1091  0.265
O  -1.8825  0.8326  0.9194  -0.470
C  -3.4300  -0.1710  2.4577  -0.102
Cl  -4.2798  -0.9787  1.2182  0.099
S  -1.4662  4.5974  1.7030  -0.543
Sb  -1.6400  4.8655  -0.4997  1.369
S  1.3794  3.3081  -0.3167  -0.004
S  -1.5441  2.6565  -1.2877  -0.402
S  -1.4180  6.4506  -1.9975  -0.481

---

DFT total energy of number 1 (C23H8F15GeN2OSTl)?
-5211.538730 hartree